(1)
C24H21N2O2SV | ωB97M-V with the def2-TZVPD basis set

The expectation value of S² is 0.769. Its charge is +1. The LUMO energy (alpha / beta) comes out at -4.398 / -3.980 eV. The calculated total energy comes out at -68820.520 eV. Its multiplicity is 2. The value obtained for the maximum force is 0.00759 hartree/bohr. As for the relative energy (zero: lowest compared OMol25 entry of this formula, charge and spin): 11.8 kcal per mole.

```
51
C24H21N2O2SV (ωB97M-V with the def2-TZVPD basis set)
V 0.39136 0.13153 -0.74367
O 4.00810 1.47117 -1.65040
C 2.95703 1.63401 -1.11276
O 2.00823 0.65640 -1.17676
C 2.59432 2.84828 -0.32638
C 3.54252 3.87138 -0.36041
C 3.34022 5.06096 0.31028
C 2.16746 5.24280 1.03011
C 1.21575 4.23927 1.07276
C 1.41675 3.03596 0.40114
S 0.06343 1.88501 0.60646
H 4.44468 3.69906 -0.93076
H 4.08877 5.83986 0.27246
H 1.98974 6.16780 1.56214
H 0.30176 4.38042 1.63447
C -4.70670 1.44353 -0.99901
N -3.96563 0.18143 -0.88692
C -4.68085 -1.02799 -0.46003
C -2.70560 0.13258 -1.14963
N -1.56837 0.09005 -1.38624
H -5.49879 1.33053 -1.73772
H -4.03106 2.23566 -1.30929
H -5.13754 1.69341 -0.03072
H -5.45526 -1.26782 -1.18760
H -5.13166 -0.84813 0.51500
H -3.98064 -1.85487 -0.38219
C 1.42973 -6.36650 -1.68616
C 1.44461 -5.44765 -2.72573
C 1.25053 -4.10371 -2.45619
C 1.01512 -3.67302 -1.14954
C 1.01255 -4.60293 -0.10653
C 1.22364 -5.94165 -0.37794
C 0.81378 -2.24294 -0.91301
C 0.27746 -1.56784 0.11602
C -0.47880 -1.96417 1.30694
C -1.52622 -2.88194 1.18626
C -2.27841 -3.22952 2.29555
C -1.99375 -2.66585 3.53400
C -0.95982 -1.74855 3.65677
C -0.21143 -1.38814 2.54644
H 1.59236 -7.41604 -1.89202
H 1.62053 -5.77603 -3.74083
H 1.28313 -3.38043 -3.26270
H 0.86793 -4.27419 0.91325
H 1.23515 -6.65831 0.43206
H 1.20155 -1.64350 -1.75883
H -1.72928 -3.33797 0.22385
H -3.07988 -3.95062 2.19878
H -2.57696 -2.94373 4.40163
H -0.73565 -1.30833 4.61898
H 0.58560 -0.66080 2.63666
```

=====

(2)
C24H21N2OS6V | ωB97M-V with the def2-TZVPD basis set

The expectation value of S² is 2.035. Its charge is 0. The LUMO energy (alpha / beta) comes out at -0.809 / -0.802 eV. The calculated total energy comes out at -120957.403 eV. Its multiplicity is 3. The value obtained for the maximum force is 0.00850 hartree/bohr. As for the relative energy (zero: lowest compared OMol25 entry of this formula, charge and spin): 2.2 kcal per mole.

```
55
C24H21N2OS6V (ωB97M-V with the def2-TZVPD basis set)
V -2.92790 0.45605 -0.76988
S -8.95555 1.90781 1.79250
C -7.59395 1.66010 0.91552
S -6.31279 2.81529 0.78800
C -5.24513 1.86817 -0.21678
C -5.68510 0.62284 -0.54443
S -4.81867 -0.50512 -1.58287
S -7.24254 0.17463 0.10357
S -3.72952 2.57315 -0.77791
C 0.39828 0.36033 4.14936
C 1.06371 1.28500 3.14283
C 0.30875 1.36160 1.82278
N 0.37247 0.08210 1.11794
C -0.61827 -0.75700 0.92279
S -2.25325 -0.38194 1.37163
N -0.42319 -1.97655 0.34109
C 0.70698 -2.62344 -0.21042
O 0.51295 -3.49710 -1.01368
C 2.06801 -2.25925 0.27488
C 3.04472 -1.95561 -0.66626
C 4.32346 -1.63454 -0.23822
C 4.62920 -1.64696 1.11459
C 3.65908 -1.97829 2.05176
C 2.37156 -2.27456 1.63555
H 0.96592 0.31239 5.07685
H 0.31350 -0.65722 3.76478
H -0.60941 0.69985 4.38686
H 2.09253 0.96480 2.95253
H 1.13238 2.29899 3.54346
H 0.73190 2.10894 1.15111
H -0.74624 1.59648 1.97744
H 1.28405 -0.16662 0.75504
H -1.28586 -2.43740 0.06919
H 2.78717 -1.96438 -1.71447
H 5.08314 -1.37882 -0.96400
H 5.62964 -1.40262 1.44123
H 3.90518 -2.00647 3.10446
H 1.60420 -2.52178 2.35774
C 2.27654 2.30214 -2.22031
C 1.16061 2.83696 -1.54140
C -0.01761 2.14546 -1.50668
C -0.15879 0.88768 -2.14120
C -1.39382 0.16871 -2.07978
C -1.45048 -1.02691 -2.75897
C -0.35156 -1.55652 -3.47928
C 0.83123 -0.87792 -3.50970
C 0.95529 0.36762 -2.83508
C 2.16948 1.09674 -2.85477
H 3.20368 2.85603 -2.25541
H 1.23532 3.80372 -1.06187
H -0.87472 2.57179 -0.98718
H -2.36910 -1.61372 -2.75170
H -0.45301 -2.50365 -3.99265
H 1.68349 -1.26540 -4.05501
H 3.01204 0.68439 -3.39558
```

=====

(3)
C24H21N3O4 | ωB97M-V with the def2-TZVPD basis set

Its charge is 0. The LUMO energy comes out at 0.202 eV. The calculated total energy comes out at -37889.668 eV. Its multiplicity is 1. The value obtained for the maximum force is 0.01387 hartree/bohr. As for the relative energy (zero: lowest compared OMol25 entry of this formula, charge and spin): 20.1 kcal per mole.

```
52
C24H21N3O4 (ωB97M-V with the def2-TZVPD basis set)
C -6.64818 -2.73009 0.50403
O -6.31833 -1.57891 -0.23447
C -5.00433 -1.24782 -0.36976
C -4.74003 -0.09946 -1.11867
C -3.44521 0.32359 -1.32007
C -2.38100 -0.38191 -0.76130
N -1.05277 0.05953 -0.96914
C -0.10041 -0.85177 -1.59772
C 1.19508 -0.92094 -0.83428
C 2.31700 -0.30962 -1.27469
C 3.54160 -0.35344 -0.54176
C 4.71002 0.26997 -0.97674
C 5.87501 0.20352 -0.22706
O 6.95827 0.84325 -0.74608
C 8.16730 0.82317 -0.02689
C 5.87238 -0.49966 0.98325
C 4.72395 -1.12028 1.42733
C 3.55205 -1.05787 0.67784
N 2.39814 -1.66987 1.09044
C 1.19782 -1.66542 0.42154
O 0.24600 -2.27281 0.88963
C -0.68976 1.36285 -0.83197
O 0.34431 1.80960 -1.29610
C -1.61432 2.21102 -0.02384
C -2.11483 1.79844 1.20736
C -2.92448 2.66609 1.91918
C -3.19793 3.91253 1.37420
N -2.70864 4.32205 0.21645
C -1.93033 3.49702 -0.45701
C -2.64017 -1.52882 -0.02436
C -3.94005 -1.96181 0.17003
H -7.73483 -2.79455 0.47880
H -6.22212 -3.63259 0.05396
H -6.31514 -2.65049 1.54387
H -5.57161 0.44092 -1.54172
H -3.25370 1.20438 -1.91464
H 0.10441 -0.50461 -2.61705
H -0.56568 -1.83840 -1.62971
H 2.29858 0.24976 -2.19789
H 4.71706 0.81835 -1.90472
H 8.54714 -0.19647 0.09576
H 8.87272 1.39825 -0.62446
H 8.06044 1.29407 0.95563
H 6.76471 -0.56577 1.58475
H 4.73210 -1.65973 2.36331
H 2.40931 -2.18190 1.96508
H -1.86624 0.82329 1.60058
H -3.33153 2.38344 2.87763
H -3.83076 4.62282 1.89023
H -1.53816 3.86677 -1.39534
H -1.81912 -2.07489 0.41517
H -4.10574 -2.85472 0.75143
```

=====

(4)
C24H21N5O3S2 | ωB97M-V with the def2-TZVPD basis set

Its charge is 0. The LUMO energy comes out at -0.020 eV. The calculated total energy comes out at -60491.820 eV. Its multiplicity is 1. The value obtained for the maximum force is 0.02300 hartree/bohr.

```
55
C24H21N5O3S2 (ωB97M-V with the def2-TZVPD basis set)
C 6.28180 1.64747 -0.58615
O 5.63100 1.15127 0.55890
C 4.49092 0.42937 0.40195
C 3.90761 -0.04972 1.57761
C 2.75152 -0.79530 1.53226
C 2.13185 -1.07131 0.31452
C 0.93925 -1.92098 0.24635
C 0.91588 -3.13585 0.85584
S -0.44745 -4.11689 0.45381
C -1.03068 -2.87432 -0.60389
N -2.10103 -3.04573 -1.36774
C -2.36868 -2.03163 -2.16140
N -1.77763 -0.85518 -2.15203
C -0.75996 -0.63138 -1.31442
N -0.29718 0.64424 -1.28272
C 0.30176 1.24510 -0.10789
C -0.39634 2.58322 0.21809
N -1.78594 2.56605 -0.14231
S -2.87655 2.08842 1.00743
O -2.43190 2.67347 2.23853
O -4.18115 2.38804 0.51222
C -2.78021 0.30317 1.24347
C -1.95724 -0.17977 2.24119
C -1.97628 -1.52709 2.56551
C -2.84481 -2.38364 1.90477
C -3.66452 -1.90828 0.89757
C -3.63024 -0.55404 0.55188
C -4.45150 -0.10965 -0.51301
N -5.10793 0.13365 -1.41984
C -2.06305 2.32848 -1.54471
C -0.87633 1.60574 -2.19768
C -0.22713 -1.71633 -0.56614
C 2.71629 -0.59532 -0.85365
C 3.88414 0.14608 -0.81789
H 5.64652 2.34730 -1.13873
H 7.16097 2.17423 -0.21914
H 6.59738 0.83791 -1.25176
H 4.39027 0.17509 2.51517
H 2.31181 -1.16114 2.44812
H 1.67613 -3.54424 1.49226
H -3.18202 -2.15478 -2.86227
H 0.20339 0.55390 0.73057
H 1.36831 1.43289 -0.27647
H 0.08758 3.40687 -0.31593
H -0.34765 2.79089 1.28661
H -1.33754 0.52145 2.77832
H -1.33154 -1.90410 3.34464
H -2.88351 -3.42808 2.17308
H -4.33170 -2.57269 0.37029
H -2.24277 3.28647 -2.04614
H -2.97280 1.73219 -1.61624
H -1.20867 1.07927 -3.09071
H -0.09125 2.32028 -2.46012
H 2.25657 -0.81559 -1.80603
H 4.31225 0.49054 -1.74596
```